[1]
Entry from the Open Molecules 2025 dataset: a structure of composition C45H46Br2ClN4O2PSeV (wB97M-V/def2-TZVPD).

HOMO (spin up / spin down) ... -4.89 / -5.07 eV
Frontier orbital gap (spin up / spin down) ... 5.21 / 5.39 eV
2S+1 ... 2
E_LUMO (spin up / spin down) ... 0.3171 / 0.3155 eV

Last column: Löwdin spin population.
Cartesian coordinates (Å):
V (-1.01, 0.21, 0.27)  0.812
N (-2.20, 2.52, 3.40)  0.012
C (-2.10, 1.68, 2.36)  0.014
O (-1.04, 1.62, 1.71)  0.005
C (-3.26, 0.81, 1.98)  -0.003
C (-3.08, 0.41, 0.51)  -0.022
H (-1.40, 3.05, 3.69)  0.000
H (-3.03, 2.52, 3.97)  0.001
H (-4.21, 1.31, 2.22)  -0.001
H (-3.20, -0.08, 2.62)  0.000
H (-3.49, 1.22, -0.12)  -0.001
H (-3.65, -0.50, 0.29)  -0.001
Br (-2.66, -3.26, -2.97)  0.002
C (-2.40, -1.40, -3.16)  0.008
C (-2.88, -0.76, -4.31)  0.000
C (-2.68, 0.58, -4.49)  0.008
Br (-3.32, 1.38, -6.09)  0.001
C (-2.02, 1.37, -3.52)  0.004
C (-1.76, 2.76, -3.62)  0.048
C (-1.15, 3.38, -2.56)  0.002
C (-0.82, 2.68, -1.40)  0.046
N (-1.06, 1.37, -1.27)  0.022
C (-1.61, 0.71, -2.35)  0.015
C (-1.73, -0.70, -2.16)  0.007
O (-1.22, -1.21, -1.06)  0.007
H (-3.40, -1.34, -5.06)  0.000
H (-2.04, 3.31, -4.51)  0.003
H (-0.93, 4.44, -2.61)  -0.001
H (-0.39, 3.18, -0.54)  0.003
Cl (1.63, 0.66, 0.94)  0.003
C (3.11, 0.00, 0.28)  0.001
C (4.20, -0.03, 1.14)  0.000
C (5.40, -0.56, 0.70)  0.000
C (5.50, -1.05, -0.60)  0.000
C (4.41, -1.00, -1.45)  0.000
C (3.19, -0.47, -1.03)  0.000
P (1.75, -0.26, -2.18)  0.001
C (1.70, -1.86, -3.08)  0.000
C (1.01, -1.88, -4.29)  0.000
C (0.82, -3.07, -4.98)  0.000
C (1.31, -4.26, -4.46)  0.000
C (1.97, -4.25, -3.24)  0.000
C (2.15, -3.06, -2.54)  0.000
C (2.59, 0.85, -3.39)  0.000
C (3.34, 0.44, -4.48)  0.000
C (3.95, 1.37, -5.31)  0.000
C (3.82, 2.73, -5.05)  0.000
C (3.07, 3.15, -3.96)  0.000
C (2.46, 2.22, -3.14)  0.001
H (4.10, 0.38, 2.13)  0.000
H (6.25, -0.58, 1.36)  0.000
H (6.44, -1.47, -0.95)  0.000
H (4.51, -1.36, -2.46)  0.000
H (0.62, -0.95, -4.70)  0.000
H (0.28, -3.06, -5.92)  0.000
H (1.16, -5.18, -5.00)  0.000
H (2.35, -5.18, -2.83)  0.000
H (2.66, -3.08, -1.59)  0.000
H (3.45, -0.62, -4.70)  0.000
H (4.53, 1.04, -6.16)  0.000
H (4.29, 3.46, -5.70)  0.000
H (2.96, 4.21, -3.75)  0.000
H (1.86, 2.55, -2.30)  0.001
C (0.09, -2.25, 5.91)  0.000
C (1.00, -3.31, 5.30)  0.000
C (2.29, -2.74, 4.73)  0.000
C (2.10, -1.93, 3.45)  0.000
N (1.69, -2.77, 2.33)  -0.001
C (0.45, -2.82, 1.78)  -0.001
Se (-0.94, -1.66, 2.17)  0.002
N (0.44, -3.83, 0.88)  0.000
C (-0.69, -4.17, 0.00)  0.000
C (-1.79, -4.94, 0.72)  0.000
C (-1.34, -6.24, 1.38)  0.000
C (-1.05, -7.36, 0.38)  0.000
C (1.69, -4.43, 0.84)  0.000
C (2.19, -5.49, 0.11)  0.000
C (3.52, -5.83, 0.30)  0.000
C (4.33, -5.13, 1.21)  0.000
C (3.82, -4.08, 1.95)  0.000
C (2.49, -3.75, 1.76)  0.000
H (-0.74, -2.71, 6.45)  0.000
H (-0.34, -1.60, 5.14)  0.000
H (0.64, -1.62, 6.62)  0.000
H (0.46, -3.85, 4.51)  0.000
H (1.25, -4.05, 6.07)  0.000
H (3.00, -3.55, 4.54)  0.000
H (2.76, -2.08, 5.47)  0.000
H (3.04, -1.44, 3.16)  0.000
H (1.34, -1.17, 3.57)  0.000
H (-0.28, -4.75, -0.83)  0.000
H (-1.08, -3.24, -0.40)  0.000
H (-2.56, -5.15, -0.02)  0.000
H (-2.23, -4.28, 1.47)  0.000
H (-2.13, -6.58, 2.06)  0.000
H (-0.46, -6.06, 2.00)  0.000
H (-1.90, -7.52, -0.29)  0.000
H (-0.85, -8.30, 0.89)  0.000
H (-0.18, -7.13, -0.24)  0.000
H (1.58, -6.03, -0.60)  0.000
H (3.95, -6.65, -0.26)  0.000
H (5.36, -5.42, 1.33)  0.000
H (4.45, -3.53, 2.65)  0.000


[2]
Entry from the Open Molecules 2025 dataset: a cluster of 2 separate species, C14H16O2 in total (wB97M-V/def2-TZVPD).

HOMO ... -8.03 eV
Frontier orbital gap ... 8.80 eV
E_LUMO ... 0.7642 eV
SMILES ... Cc1ccc(O)cc1.Cc1ccc(O)cc1

Last column: Löwdin charge in e.
Cartesian coordinates (Å):
C (-0.85, 1.18, 4.71)  -0.046
C (0.10, 0.27, 3.95)  -0.288
C (1.51, 0.35, 4.08)  -0.041
C (2.30, -0.35, 3.22)  -0.033
C (1.73, -1.32, 2.40)  -0.319
O (2.55, -1.95, 1.44)  0.012
C (0.39, -1.61, 2.37)  0.003
C (-0.39, -0.68, 3.11)  -0.061
H (-1.31, 0.65, 5.52)  0.074
H (-1.62, 1.56, 4.04)  0.074
H (-0.22, 2.03, 5.04)  0.078
H (1.89, 0.99, 4.87)  0.112
H (3.32, -0.02, 3.08)  0.119
H (3.29, -2.29, 1.94)  0.087
H (-0.13, -2.35, 1.78)  0.115
H (-1.46, -0.83, 2.96)  0.112
C (1.79, -0.28, -2.82)  -0.063
C (0.39, 0.26, -3.08)  -0.278
C (-0.02, 0.94, -4.22)  -0.031
C (-1.41, 1.10, -4.35)  -0.016
C (-2.31, 0.72, -3.31)  -0.321
O (-3.62, 0.79, -3.66)  0.046
C (-1.80, 0.35, -2.06)  -0.030
C (-0.44, 0.20, -1.97)  -0.073
H (2.20, 0.21, -1.94)  0.072
H (2.57, -0.15, -3.59)  0.076
H (1.84, -1.36, -2.69)  0.073
H (0.58, 1.52, -4.91)  0.111
H (-1.85, 1.53, -5.26)  0.114
H (-4.18, 0.73, -2.89)  0.098
H (-2.40, 0.13, -1.19)  0.109
H (-0.10, -0.04, -0.97)  0.114


[3]
Entry from the Open Molecules 2025 dataset: a structure of composition C33H22F19GeN3OPdS (wB97M-V/def2-TZVPD).

HOMO ... -7.55 eV
Frontier orbital gap ... 7.58 eV
E_LUMO ... 0.0296 eV

Last column: Löwdin charge in e.
Cartesian coordinates (Å):
Pd (0.58, 1.04, -1.26)  0.756
C (0.56, 4.85, -3.37)  -0.070
C (0.42, 3.68, -2.40)  -0.243
N (0.55, 2.33, -2.99)  -0.262
C (-0.52, 2.09, -3.99)  -0.242
C (-0.72, 0.63, -4.33)  -0.070
C (1.89, 2.11, -3.59)  -0.171
C (2.92, 1.92, -2.49)  -0.228
N (2.46, 0.79, -1.69)  -0.146
C (3.37, 0.13, -0.89)  -0.221
C (3.16, -1.23, -0.62)  -0.197
F (2.04, -1.83, -1.06)  0.069
C (4.08, -1.99, 0.06)  -0.218
F (3.83, -3.31, 0.22)  0.095
C (5.26, -1.46, 0.54)  0.070
C (5.47, -0.12, 0.31)  -0.213
F (6.59, 0.47, 0.76)  0.091
C (4.56, 0.65, -0.39)  -0.144
F (4.85, 1.97, -0.52)  0.079
H (0.37, 5.78, -2.83)  0.081
H (-0.15, 4.79, -4.19)  0.072
H (1.56, 4.92, -3.79)  0.071
H (-0.56, 3.72, -1.93)  0.101
H (1.16, 3.77, -1.60)  0.107
H (-0.30, 2.66, -4.90)  0.119
H (-1.44, 2.51, -3.57)  0.111
H (0.08, 0.23, -4.96)  0.074
H (-1.66, 0.51, -4.89)  0.083
H (-0.79, 0.01, -3.44)  0.046
H (2.16, 2.93, -4.26)  0.119
H (1.85, 1.19, -4.17)  0.117
H (3.07, 2.85, -1.93)  0.105
H (3.88, 1.69, -2.96)  0.132
H (5.98, -2.07, 1.08)  0.137
F (-0.78, -1.46, -1.61)  0.055
C (-1.61, -2.19, -0.87)  -0.216
C (-1.43, -2.30, 0.50)  -0.122
C (-2.30, -3.15, 1.15)  -0.232
F (-2.17, -3.37, 2.47)  0.100
C (-3.32, -3.83, 0.51)  -0.136
F (-4.14, -4.64, 1.19)  0.130
C (-3.49, -3.66, -0.85)  -0.129
F (-4.47, -4.30, -1.49)  0.138
C (-2.62, -2.84, -1.54)  -0.134
F (-2.76, -2.69, -2.86)  0.122
Ge (-0.13, -1.32, 1.62)  0.734
S (0.78, 0.56, 1.01)  0.361
C (1.24, -2.61, 2.21)  -0.129
C (2.29, -2.16, 2.99)  -0.257
F (2.36, -0.88, 3.36)  0.076
C (3.30, -2.99, 3.44)  -0.145
F (4.30, -2.51, 4.18)  0.128
C (3.27, -4.33, 3.12)  -0.135
F (4.23, -5.15, 3.54)  0.141
C (2.23, -4.82, 2.35)  -0.148
F (2.20, -6.12, 2.02)  0.129
C (1.25, -3.96, 1.90)  -0.210
F (0.30, -4.50, 1.13)  0.103
C (-1.25, -0.82, 3.19)  -0.132
C (-0.94, -1.06, 4.52)  -0.203
F (0.16, -1.74, 4.86)  0.111
C (-1.74, -0.62, 5.56)  -0.135
F (-1.40, -0.87, 6.83)  0.132
C (-2.90, 0.07, 5.29)  -0.132
F (-3.68, 0.49, 6.28)  0.137
C (-3.25, 0.31, 3.97)  -0.138
F (-4.38, 0.97, 3.69)  0.111
C (-2.42, -0.14, 2.97)  -0.223
F (-2.82, 0.13, 1.70)  0.072
C (-4.12, 2.17, -1.28)  -0.012
N (-3.20, 2.51, -0.22)  -0.168
C (-3.72, 3.27, 0.90)  -0.029
C (-1.96, 2.03, -0.20)  -0.335
O (-1.49, 1.31, -1.09)  -0.158
H (-4.97, 1.62, -0.88)  0.100
H (-3.61, 1.56, -2.02)  0.086
H (-4.49, 3.08, -1.76)  0.096
H (-4.55, 2.74, 1.37)  0.092
H (-4.06, 4.25, 0.57)  0.094
H (-2.93, 3.40, 1.65)  0.096
H (-1.36, 2.30, 0.68)  0.102


[4]
Entry from the Open Molecules 2025 dataset: a structure of composition C20H29N8OS2Sc (wB97M-V/def2-TZVPD).

HOMO ... -14.09 eV
Frontier orbital gap ... 7.89 eV
Net charge ... +2
E_LUMO ... -6.1975 eV

Last column: Löwdin charge in e.
Cartesian coordinates (Å):
Sc (-0.03, -0.29, -0.26)  0.815
C (2.07, -3.94, 1.57)  0.014
C (1.58, -2.59, 1.20)  -0.247
N (0.74, -2.34, 0.27)  -0.129
N (0.36, -3.40, -0.58)  -0.041
C (0.72, -3.06, -1.81)  -0.831
N (0.58, -3.97, -2.78)  0.123
S (1.25, -1.46, -2.22)  0.726
C (2.20, -1.38, 1.78)  -0.220
C (3.09, -1.46, 2.84)  0.023
C (3.81, -0.33, 3.21)  0.002
C (3.64, 0.83, 2.48)  -0.005
C (2.71, 0.83, 1.45)  -0.139
N (1.97, -0.22, 1.11)  0.033
H (1.65, -4.70, 0.92)  0.083
H (3.16, -3.98, 1.52)  0.107
H (1.78, -4.17, 2.60)  0.106
H (0.41, -4.93, -2.54)  0.124
H (0.88, -3.75, -3.71)  0.105
H (3.23, -2.40, 3.36)  0.127
H (4.50, -0.37, 4.04)  0.132
H (4.22, 1.72, 2.68)  0.128
H (2.57, 1.73, 0.86)  0.082
C (-2.99, 0.68, 1.22)  -0.160
C (-2.41, -0.49, 1.98)  -0.163
N (-0.92, -0.45, 1.97)  -0.113
C (-0.36, 0.48, 2.98)  -0.215
C (-0.31, 1.95, 2.56)  -0.363
S (0.07, 2.29, 0.80)  0.935
C (-1.43, 3.16, 0.23)  -0.374
C (-2.44, 2.28, -0.52)  -0.234
N (-2.35, 0.87, -0.10)  -0.122
H (-2.85, 1.60, 1.79)  0.108
H (-4.07, 0.56, 1.13)  0.145
H (-2.71, -1.43, 1.52)  0.116
H (-2.79, -0.49, 3.00)  0.138
H (-0.62, -1.38, 2.25)  0.115
H (0.65, 0.15, 3.21)  0.100
H (-0.93, 0.42, 3.91)  0.138
H (0.44, 2.46, 3.15)  0.095
H (-1.25, 2.47, 2.76)  0.076
H (-1.10, 3.98, -0.40)  0.092
H (-1.86, 3.63, 1.12)  0.087
H (-2.25, 2.33, -1.59)  0.103
H (-3.44, 2.68, -0.35)  0.138
H (-2.88, 0.34, -0.79)  0.106
O (-1.68, -1.78, -0.69)  -0.109
H (-2.59, -1.89, -0.98)  0.102
H (-1.21, -2.66, -0.73)  0.054
N (-0.20, 3.35, -7.01)  0.222
C (-0.22, 2.84, -5.98)  -0.143
C (-0.23, 2.20, -4.70)  -0.177
C (-1.14, 1.18, -4.43)  0.039
C (-1.11, 0.60, -3.18)  -0.148
N (-0.27, 0.98, -2.21)  -0.116
C (0.61, 1.95, -2.49)  -0.128
C (0.67, 2.58, -3.72)  0.042
H (-1.85, 0.85, -5.17)  0.140
H (-1.78, -0.23, -2.95)  0.115
H (1.31, 2.22, -1.70)  0.101
H (1.40, 3.36, -3.90)  0.140


[5]
Entry from the Open Molecules 2025 dataset: a cluster of 3 separate species, C3H11NOS in total (wB97M-V/def2-TZVPD).

HOMO (spin up / spin down) ... -1.18 / -2.96 eV
Frontier orbital gap (spin up / spin down) ... 4.50 / 6.27 eV
Net charge ... -1
2S+1 ... 2
E_LUMO (spin up / spin down) ... 3.3260 / 3.3105 eV

Last column: Löwdin spin population.
Cartesian coordinates (Å):
C (2.13, -1.86, -0.44)  0.012
O (2.93, -1.62, 0.74)  0.005
C (1.15, -0.67, -0.31)  0.075
N (0.16, -0.68, -1.40)  0.003
H (1.63, -2.84, -0.37)  0.001
H (2.66, -1.85, -1.39)  0.002
H (3.43, -2.39, 1.05)  0.000
H (0.62, -0.84, 0.64)  0.036
H (1.76, 0.23, -0.18)  0.027
H (-0.63, -0.04, -1.15)  0.001
H (0.54, -0.21, -2.27)  0.000
H (-0.14, 0.92, 0.58)  0.408
C (-2.39, 1.98, 1.49)  0.052
S (-2.02, 1.36, -0.18)  0.348
H (-1.48, 2.13, 2.07)  0.026
H (-2.93, 2.94, 1.40)  0.004
H (-3.02, 1.22, 1.95)  0.002


[6]
Entry from the Open Molecules 2025 dataset: a structure of composition C23H23AsBF4N4ORhS (wB97M-V/def2-TZVPD).

HOMO (spin up / spin down) ... -13.64 / -14.28 eV
Frontier orbital gap (spin up / spin down) ... 7.77 / 5.52 eV
Net charge ... +2
2S+1 ... 5
E_LUMO (spin up / spin down) ... -5.8724 / -8.7537 eV

Last column: Löwdin spin population.
Cartesian coordinates (Å):
Rh (2.54, 2.12, -2.19)  2.394
C (-4.58, -4.89, 7.26)  0.005
O (-4.93, -3.64, 6.60)  0.123
C (-4.12, -3.09, 5.75)  0.111
C (-4.59, -1.88, 5.17)  0.060
C (-3.82, -1.22, 4.28)  0.024
C (-2.55, -1.73, 3.90)  0.131
C (-2.10, -2.96, 4.48)  0.048
C (-2.86, -3.63, 5.38)  0.040
C (-1.71, -1.06, 2.99)  0.015
N (-0.50, -1.51, 2.58)  0.090
C (-0.04, -0.59, 1.73)  0.059
C (-0.96, 0.46, 1.58)  0.136
N (-2.00, 0.14, 2.37)  0.029
C (-0.72, 1.60, 0.74)  0.007
C (-1.53, 2.74, 0.65)  0.025
C (-1.12, 3.79, -0.12)  -0.004
C (0.09, 3.69, -0.80)  0.037
N (0.86, 2.61, -0.74)  0.069
C (0.47, 1.57, 0.01)  0.045
C (1.40, 0.43, 0.08)  0.023
N (2.50, 0.47, -0.70)  0.079
C (3.45, -0.44, -0.54)  0.017
C (3.35, -1.47, 0.39)  0.004
C (2.20, -1.57, 1.14)  0.011
C (1.20, -0.60, 0.99)  0.005
H (-5.41, -5.11, 7.91)  0.000
H (-3.67, -4.75, 7.85)  0.002
H (-4.45, -5.67, 6.53)  0.002
H (-5.57, -1.51, 5.47)  0.001
H (-4.20, -0.29, 3.85)  -0.001
H (-1.13, -3.34, 4.19)  0.000
H (-2.51, -4.56, 5.81)  0.001
H (-2.83, 0.69, 2.52)  0.000
H (-2.46, 2.80, 1.21)  0.001
H (-1.71, 4.69, -0.20)  0.000
H (0.46, 4.51, -1.40)  0.002
H (4.33, -0.33, -1.17)  0.001
H (4.16, -2.17, 0.51)  0.000
H (2.07, -2.37, 1.86)  0.001
F (6.15, 3.43, -3.18)  0.002
B (4.95, 2.90, -2.86)  0.004
F (4.96, 1.97, -1.76)  0.037
F (4.32, 2.18, -3.92)  0.042
F (3.95, 3.89, -2.46)  0.063
C (1.02, -0.43, -4.92)  0.005
As (1.38, 1.33, -5.58)  0.035
C (0.02, 1.75, -6.85)  0.012
C (3.02, 1.26, -6.55)  0.002
S (1.12, 2.77, -3.98)  0.205
H (0.89, -1.11, -5.76)  0.000
H (0.12, -0.38, -4.32)  0.000
H (1.86, -0.75, -4.31)  0.001
H (0.00, 0.98, -7.62)  0.001
H (0.26, 2.71, -7.30)  0.000
H (-0.94, 1.81, -6.34)  0.001
H (2.81, 0.68, -7.45)  0.000
H (3.79, 0.80, -5.96)  0.000
H (3.32, 2.27, -6.81)  0.000


[7]
Entry from the Open Molecules 2025 dataset: a structure of composition C11H29LaN3S2 (wB97M-V/def2-TZVPD).

HOMO ... -19.69 eV
Frontier orbital gap ... 7.72 eV
Net charge ... +3
E_LUMO ... -11.9631 eV

Last column: Löwdin charge in e.
Cartesian coordinates (Å):
La (-0.34, 0.12, 0.94)  1.787
S (1.04, -2.41, 0.48)  0.758
S (-1.14, 1.61, -1.44)  0.760
C (1.85, -2.55, -1.17)  -0.305
C (-0.46, -3.43, 0.12)  -0.407
C (-1.33, -2.89, -1.00)  -0.238
N (-1.74, -1.47, -0.76)  -0.195
C (-2.35, -0.89, -1.99)  -0.246
C (-2.62, 0.59, -1.87)  -0.406
H (-1.03, -3.53, 1.06)  0.092
H (-0.06, -4.42, -0.15)  0.110
H (-2.23, -3.52, -1.08)  0.153
H (-0.79, -2.94, -1.96)  0.125
H (-3.30, -1.41, -2.19)  0.155
H (-1.67, -1.09, -2.83)  0.126
H (-3.40, 0.81, -1.11)  0.091
H (-2.95, 0.99, -2.83)  0.107
C (-0.11, 1.18, -2.91)  -0.300
H (-2.51, -1.54, -0.09)  0.083
H (0.35, 0.19, -2.82)  0.036
H (0.68, 1.95, -2.98)  0.061
H (-0.74, 1.24, -3.81)  0.079
H (2.88, -2.17, -1.05)  0.060
H (1.33, -1.96, -1.94)  0.038
H (1.89, -3.60, -1.46)  0.080
C (-2.45, -0.40, 2.08)  -0.183
C (-1.79, 0.45, 2.97)  -0.153
H (-2.41, -1.49, 2.21)  0.108
H (-3.22, -0.02, 1.38)  0.105
H (-1.20, 0.05, 3.81)  0.114
H (-2.06, 1.52, 3.07)  0.112
N (0.83, 1.91, 2.54)  -0.112
C (1.49, 3.08, 1.89)  -0.216
C (2.87, 2.72, 1.34)  -0.166
C (3.06, 1.34, 0.73)  -0.218
N (1.92, 0.96, -0.16)  -0.111
H (1.49, 1.47, 3.19)  0.114
H (0.08, 2.24, 3.15)  0.080
H (0.81, 3.42, 1.10)  0.114
H (1.59, 3.88, 2.63)  0.141
H (3.15, 3.49, 0.62)  0.136
H (3.59, 2.83, 2.16)  0.139
H (4.01, 1.29, 0.17)  0.143
H (3.11, 0.58, 1.52)  0.112
H (2.17, 0.13, -0.72)  0.063
H (1.71, 1.70, -0.83)  0.073


Total energy for the records above, in order: -11406.980523, -693.505540, -6010.624506, -2849.560374, -648.978709, -4353.057850, -1427.765761 Ha